(i)
Entry from OMol25: 2 unconnected molecules or ions with the total composition C2HClO4 (wB97M-V/def2-TZVPD).

Last column: natural (NBO) charge in e.
CARTESIAN COORDINATES (ANGSTROEM)
C  -2.0000  1.7375  0.8862  1.05
H  0.6969  -0.6192  -0.3231  0.52
O  -1.6954  0.6302  1.0310  -0.15
C  2.4461  -1.1010  -1.3999  0.19
O  1.5295  -0.4314  -0.9193  -0.67
O  -2.6282  2.6987  0.7405  -0.41
O  -0.6282  -0.1620  1.1338  -0.47
Cl  2.2792  -2.7527  -1.1492  -0.06

Values from the calculation:
- HOMO-LUMO gap: 7.45 eV
- Total charge: 0

(ii)
Entry from OMol25: 2 unconnected molecules or ions with the total composition C2HClO4 (wB97M-V/def2-TZVPD).

Last column: natural (NBO) charge in e.
CARTESIAN COORDINATES (ANGSTROEM)
C  -0.0908  0.9110  -1.4932  0.44
C  0.0483  -0.5230  0.6965  0.89
O  -0.3957  -1.3604  -0.1540  -0.27
O  -0.9450  0.1990  -1.1179  -0.37
H  1.0745  -0.9117  2.0157  0.51
O  1.2560  -0.8469  1.0529  -0.66
O  -0.5804  0.2337  1.3767  -0.62
Cl  -0.3670  2.2984  -2.3766  0.09

Values from the calculation:
- HOMO-LUMO gap (alpha / beta): 8.65 / 8.01 eV
- Total charge: 0

Result of the stability comparison: (ii) is the most stable of them.

(i)
Entry from OMol25: 2 unconnected molecules or ions with the total composition C3H7NSi (wB97M-V/def2-TZVPD).

Last column: natural (NBO) charge in e.
CARTESIAN COORDINATES (ANGSTROEM)
H  0.0331  -1.6399  0.6147  -0.13
Si  -1.3046  -1.1336  0.7453  0.84
H  -0.9301  2.4450  -0.1620  0.21
C  -0.7743  1.3753  -0.5427  -0.65
H  0.2163  1.0525  -0.3972  0.21
H  -2.8358  0.7008  0.0062  0.22
H  -2.4164  -1.6659  1.5427  -0.15
H  -0.9763  1.3845  -1.6342  0.21
N  2.5266  -1.3003  -0.0631  -0.31
H  4.6671  -0.8346  -0.1501  0.24
C  -1.7885  0.4922  0.1832  -0.75
C  3.5830  -0.8761  -0.1428  0.08

Values from the calculation:
- Structure (SMILES): CC=[SiH2].C#N
- HOMO-LUMO gap: 8.35 eV
- Total charge: 0

(ii)
Entry from OMol25: a single C3H7NSi molecule (wB97M-V/def2-TZVPD).

Last column: natural (NBO) charge in e.
CARTESIAN COORDINATES (ANGSTROEM)
H  1.5608  1.7550  0.4914  0.24
H  1.2774  1.7228  -1.1967  0.23
C  -3.1070  -0.0063  0.0051  0.00
N  -1.8351  0.0184  -0.0742  -0.90
C  1.0024  -1.5608  0.1058  -1.14
Si  -0.1346  -0.0359  0.0132  1.46
C  0.8452  1.5865  -0.3033  -1.06
H  1.9368  -1.4028  -0.5172  0.25
H  -3.6614  0.0322  0.9509  0.15
H  0.4723  -2.5002  -0.3133  0.26
H  0.1816  2.4166  -0.1106  0.25
H  1.4616  -2.0255  0.9488  0.26

Values from the calculation:
- HOMO-LUMO gap: 6.96 eV
- Total charge: 0

Result of the stability comparison: (ii) is the most stable of them.

(i)
Entry from OMol25: a molecular structure, AlBH22O9 (wB97M-V/def2-TZVPD).

Last column: natural (NBO) charge in e.
CARTESIAN COORDINATES (ANGSTROEM)
H  -0.2807  -1.5765  1.0526  0.53
Al  2.0727  -1.0011  0.2481  2.22
H  0.0255  0.4421  3.7385  0.51
H  -2.7243  0.7579  0.2922  0.49
H  -0.1941  -2.7129  0.0561  0.58
H  0.6420  0.8041  -0.0912  0.06
H  -0.9153  -1.1691  -2.2161  0.46
O  -0.7361  1.3386  1.6970  -0.88
H  -2.2798  -1.4323  -0.8746  0.51
H  -0.8728  0.1626  0.5319  0.06
H  0.3241  -0.8725  -0.3110  0.14
H  -1.2350  0.5453  0.1229  0.34
H  2.1710  0.1102  -2.2731  0.56
H  2.4705  1.6902  0.0369  0.56
O  -1.9998  0.9234  -0.3110  -0.87
B  0.1727  -0.0504  0.3712  -1.03
H  -0.8862  -0.9549  -0.5255  0.47
O  2.2152  0.9635  0.6052  -0.97
H  0.3981  0.5972  2.2794  0.43
O  -1.3687  -1.4800  -1.1640  -0.89
H  0.0102  0.7570  -0.7899  0.46
H  -1.6391  1.0692  1.8650  0.48
O  0.4414  -0.0194  3.0103  -0.96
H  -0.8135  1.1720  -1.9903  0.58
H  0.6305  -0.2966  1.3167  0.09
H  0.2330  -0.1854  -2.1403  0.41
H  1.0731  0.6799  -1.4001  0.47
O  0.0746  0.9282  -1.7294  -0.86
O  1.7269  -0.0184  -1.4349  -1.00
O  0.3475  -2.1174  0.5740  -0.96
O  -0.0231  -1.0215  -2.5299  -0.87
H  1.3693  1.2276  0.9672  0.54
H  -0.4296  0.7397  1.0162  0.36

Values from the calculation:
- HOMO-LUMO gap: 3.88 eV
- Total charge: +2

(ii)
Entry from OMol25: a molecular structure, AlBH22O9 (wB97M-V/def2-TZVPD).

Last column: natural (NBO) charge in e.
CARTESIAN COORDINATES (ANGSTROEM)
H  -5.1849  12.2789  -4.3735  0.47
H  -4.6959  6.5556  -13.6674  0.48
H  -3.9445  12.9275  -3.7967  0.47
H  -1.5765  9.7873  -7.9921  0.16
O  -1.7714  14.9596  -8.3460  -0.82
O  -5.1110  6.4548  -12.8109  -0.80
H  0.6200  4.1330  -10.5034  0.48
O  0.5666  8.0103  -13.9178  -0.85
H  2.4826  11.6804  -4.5189  0.48
H  1.4996  12.4392  -3.6530  0.48
H  -2.0080  14.0355  -8.2669  0.46
H  -4.4166  10.2293  -9.5681  0.46
H  -0.9194  8.3733  -7.0815  0.13
B  -1.7856  8.8354  -7.5292  -0.39
O  -5.1175  10.5182  -10.1525  -0.83
H  -5.7497  10.9468  -9.5756  0.48
H  0.3490  5.3514  -9.6466  0.46
H  3.2123  4.6539  -4.9147  0.48
O  2.3810  5.1209  -4.9981  -0.92
O  2.0462  10.5170  -10.4573  -0.78
H  1.1344  7.7119  -14.6282  0.49
O  1.6205  11.6066  -4.1094  -0.91
H  1.4422  10.4716  -9.7160  0.46
H  -5.1052  7.3356  -12.4362  0.47
H  1.5837  10.0775  -11.1709  0.48
H  0.5991  7.3045  -13.2720  0.47
Al  -2.1175  7.2177  -2.0683  1.00
H  -2.5569  8.9950  -6.7917  0.12
O  1.0506  4.7628  -9.9254  -0.87
H  -1.9685  15.3323  -7.4867  0.48
O  -4.4672  12.1265  -3.7588  -0.94
H  2.3177  5.3337  -5.9292  0.47
H  -2.1611  8.1705  -8.2915  0.17

Values from the calculation:
- HOMO-LUMO gap: 2.04 eV
- Total charge: +2

Result of the stability comparison: (ii) is the most stable of them.

(i)
Entry from OMol25: a single C14H23N3O2S molecule (wB97M-V/def2-TZVPD).

Last column: natural (NBO) charge in e.
CARTESIAN COORDINATES (ANGSTROEM)
H  -0.1483  -0.4903  -1.7949  0.20
S  -6.9772  0.1344  0.9698  0.31
H  -1.7206  0.1638  0.0197  0.21
H  2.6793  -1.2584  -0.8507  0.19
C  -0.0547  -0.9279  -0.7988  -0.39
C  -1.4078  -0.8754  -0.0957  -0.38
C  2.3724  -0.2178  -0.7194  -0.38
O  -4.4788  2.1204  -0.0228  -0.70
C  1.0180  -0.1745  -0.0161  -0.39
C  3.4488  0.5284  0.0654  -0.39
H  4.6811  0.8663  -1.6583  0.20
C  -5.7461  2.4936  0.0401  0.78
H  0.7086  0.8652  0.1091  0.20
H  -6.4938  0.9096  -1.2512  0.24
H  -2.1914  -2.6820  -1.0019  0.22
H  -7.7509  1.8779  -0.4201  0.26
H  2.2766  0.2253  -1.7135  0.19
C  -5.6240  -0.8897  0.6176  0.15
H  -2.5791  -1.1876  -1.8788  0.24
N  -5.4696  -2.0913  1.1283  -0.30
C  -3.7856  -1.5551  -0.1954  0.41
H  3.1443  1.5700  0.1922  0.19
H  -1.3179  -1.3106  0.9024  0.20
H  5.1331  -0.5584  -0.7202  0.20
C  6.2516  0.7271  1.3994  -0.17
C  4.8003  0.4793  -0.6432  -0.38
H  5.4992  0.8146  2.1719  0.19
N  -4.6063  -0.5227  -0.2086  -0.58
H  0.2524  -1.9694  -0.9218  0.19
H  -3.9327  -3.4117  0.8455  0.42
C  7.4009  0.1343  1.6618  -0.40
H  8.1709  0.0363  0.9135  0.19
H  1.1143  -0.6128  0.9799  0.19
O  -6.0801  3.6062  0.3334  -0.58
H  6.7741  1.3295  -0.5682  0.21
N  -4.2976  -2.5027  0.6086  -0.34
H  5.5249  2.3230  0.1986  0.21
H  7.6272  -0.2748  2.6320  0.20
C  -2.4818  -1.6358  -0.8888  -0.45
H  -4.3870  1.1457  -0.2193  0.51
H  3.5370  0.0828  1.0576  0.20
C  -6.7696  1.4153  -0.3257  -0.64
C  5.8861  1.2996  0.0666  -0.44

Values from the calculation:
- Structure (SMILES): C=CCCCCCCCCc1nc(SCC(=O)O)n[nH]1
- HOMO-LUMO gap: 9.32 eV
- Total charge: 0

(ii)
Entry from OMol25: a molecular structure, C14H23N3O2S (wB97M-V/def2-TZVPD).

Last column: natural (NBO) charge in e.
CARTESIAN COORDINATES (ANGSTROEM)
C  -2.0217  -5.6951  3.7605  -0.35
N  1.1821  0.1336  0.2456  -0.67
H  -0.0481  -5.7490  3.2056  0.20
N  2.5005  1.9522  -2.3393  -0.23
H  1.7841  -0.5300  0.5038  0.38
N  2.4299  1.1223  -1.3329  -0.31
H  0.1347  -2.3797  0.7385  0.20
S  0.5730  2.2606  -1.0481  0.47
C  -1.7462  -4.1832  4.5915  -0.40
C  -0.6783  -3.1308  2.5580  -0.23
H  0.7310  -0.9356  2.6259  0.24
C  -0.8171  -2.1263  1.4527  -0.31
O  0.6455  3.3917  -4.3365  -0.53
C  -1.7717  -3.0850  3.4722  -0.31
C  1.4459  0.9494  -0.7850  0.14
H  -1.8248  -4.5388  1.1811  0.19
H  -1.0358  4.8821  -2.3494  0.22
H  1.0820  4.5775  -2.8823  0.17
H  -0.2201  -4.6984  1.0643  0.19
C  -0.8168  3.2284  -4.0411  0.00
H  -2.5694  4.4718  -3.5444  0.23
H  -1.0882  -6.7591  2.1105  0.20
H  -0.7526  2.5580  -3.5131  0.13
C  1.3916  3.7582  -3.2985  -0.09
C  -1.1191  -4.5160  1.8043  -0.37
H  -2.1075  -6.4741  4.4764  0.22
C  1.3663  2.6061  -2.4552  -0.11
H  -2.5071  -3.9641  5.3605  0.22
C  -1.4744  4.5458  -3.3878  -0.69
H  -2.6080  -2.9358  3.1225  0.17
H  2.4893  4.1458  -3.5481  0.20
O  -0.5666  1.1559  0.8883  -0.50
H  -1.6452  -1.9760  0.9968  0.20
H  -1.3130  5.5016  -3.8554  0.22
H  -0.7873  -0.4654  2.9486  0.22
C  -1.0504  -5.6690  2.7246  -0.44
H  -1.1594  3.1592  -5.1182  0.20
H  -0.7461  -4.5424  4.8531  0.20
H  0.2469  -3.4092  2.8828  0.22
C  -0.0234  0.2517  1.1374  0.73
C  -0.0143  -0.8031  2.0243  -0.52
H  -1.4120  -2.0075  4.1951  0.13
H  -3.2521  -5.4431  3.2766  0.15

Values from the calculation:
- HOMO-LUMO gap: 9.20 eV
- Total charge: 0

Result of the stability comparison: (i) is the most stable of them.